1.
9
Properties=species:S:1:pos:R:3:mulliken_charge:R:1 method="wB97M-V/def2-TZVPD" e_above_lowest_kcal_mol=98.2 total_energy_ha=-793.139786 homo_energy_ev=-4.53 total_charge=-1 orbital_gap_ev=8.69 multiplicity=1
C 0.04391 -0.06305 0.56933 -0.576
N 0.64885 1.03752 0.35271 0.750
O 1.62030 3.77796 -2.04321 -0.555
O 1.42799 1.54572 1.18598 -0.704
O 0.42397 1.69194 -0.72915 -0.543
O 3.02243 1.73936 -1.64117 -0.569
S 2.08476 2.78633 -1.04451 0.688
H 0.38657 -0.48210 1.53435 0.230
H -0.70798 -0.63366 0.03113 0.280

---

2.
7
Properties=species:S:1:pos:R:3:mulliken_charge:R:1 method="wB97M-V/def2-TZVPD" e_above_lowest_kcal_mol=0.0 total_energy_ha=-524.526927 homo_energy_ev=-7.20 orbital_gap_ev=5.86 multiplicity=1
O -1.32715 -0.53667 0.69153 -0.701
C -0.68297 0.23777 -0.19669 0.020
O 0.83243 -0.27188 -0.26593 -0.951
Na 2.54344 0.95164 -0.19992 0.999
Tl 0.34243 -1.82184 1.14568 0.322
H -0.65481 1.32780 0.07148 0.162
H -1.05337 0.11319 -1.24616 0.148

---

3.
7
Properties=species:S:1:pos:R:3:mulliken_charge:R:1 method="wB97M-V/def2-TZVPD" e_above_lowest_kcal_mol=58.5 total_energy_ha=-1772.864414 homo_energy_ev="-13.54 / -16.81" total_charge=+1 orbital_gap_ev="7.64 / 9.10" multiplicity=4
H -0.57034 -1.67709 -0.03297 0.481
O 0.94354 0.70207 0.07740 -0.421
C 0.17001 -0.22749 0.62969 0.887
O 0.58511 -1.29940 1.07924 -0.451
O -0.74078 -0.52678 -0.28501 -0.490
Ni -0.78281 1.07944 -1.59771 0.612
H 1.21044 1.38099 0.71361 0.381

---

4.
5
Properties=species:S:1:pos:R:3:mulliken_charge:R:1 method="wB97M-V/def2-TZVPD" e_above_lowest_kcal_mol=10.2 total_energy_ha=-189.772488 homo_energy_ev=-10.86 orbital_gap_ev=11.37 smiles="O=CO" multiplicity=1
O 1.32727 0.06053 -0.93600 -0.474
C 0.32774 -0.16346 -0.20438 0.314
O -0.54878 0.81176 0.12428 -0.392
H 0.01863 -1.22684 0.17788 0.202
H -1.12486 0.51800 0.83822 0.350

---

5.
5
Properties=species:S:1:pos:R:3:mulliken_charge:R:1 method="wB97M-V/def2-TZVPD" e_above_lowest_kcal_mol=60.6 total_energy_ha=-189.692125 homo_energy_ev=-11.24 orbital_gap_ev=11.42 multiplicity=1
O 0.82760 -0.42254 1.02148 -0.426
C 0.07445 0.15466 0.20241 0.179
O -1.07382 -0.25564 -0.45698 -0.381
H 0.26512 1.23522 0.01100 0.296
H -0.09335 -0.71170 -0.77791 0.331

---

6.
6
Properties=species:S:1:pos:R:3:mulliken_charge:R:1 method="wB97M-V/def2-TZVPD" e_above_lowest_kcal_mol=105.7 total_energy_ha=-587.818365 homo_energy_ev=-9.92 orbital_gap_ev=10.33 smiles=SC1OO1 multiplicity=1
S -1.08561 -0.24854 -0.33619 -0.244
C 0.75223 0.30066 -0.10997 0.213
O 0.92770 1.25683 0.75568 -0.241
O 1.36837 -0.15434 1.01815 -0.223
H -1.63037 0.75635 0.25930 0.138
H 1.28088 0.34897 -1.01680 0.355

---

7.
6
Properties=species:S:1:pos:R:3:mulliken_charge:R:1 method="wB97M-V/def2-TZVPD" e_above_lowest_kcal_mol=48.3 total_energy_ha=-587.909824 homo_energy_ev=-9.92 orbital_gap_ev=9.53 smiles="O=COS" multiplicity=1
O -1.95270 0.24129 -0.55463 -0.437
C -0.88643 0.09056 -0.04427 0.442
O 0.14399 -0.20857 -0.84128 -0.278
S 1.83791 -0.19181 -0.41255 0.070
H -0.46343 0.02402 0.99878 0.082
H 1.32066 0.04452 0.85394 0.121

---

8.
6
Properties=species:S:1:pos:R:3:mulliken_charge:R:1 method="wB97M-V/def2-TZVPD" e_above_lowest_kcal_mol=16.1 total_energy_ha=-265.030475 homo_energy_ev=-11.33 orbital_gap_ev=11.87 smiles="O=C(O)O" multiplicity=1
O -0.84850 -1.05794 0.23752 -0.570
C -0.11132 -0.04141 0.04133 0.690
O 1.04016 -0.15205 -0.65578 -0.426
O -0.28254 1.24124 0.34550 -0.364
H 1.12336 -1.02889 -0.91683 0.334
H -0.92116 1.03904 0.94826 0.336